14
Properties=species:S:1:pos:R:3 method="wB97M-V/def2-TZVPD" total_charge=+1 total_energy_ev=-9280.23721 smiles="C=N/C=[NH+]/C(C)=O" fmax_ev_per_a=5.41
C 2.2912 2.4565 -0.6971
C 1.1035 0.3932 -0.0445
C -0.3154 -1.3938 0.2509
C -1.6942 -1.9599 0.1326
N 1.7001 1.4087 -0.3867
N -0.0809 -0.1011 -0.1996
O 0.6229 -2.0206 0.8328
H 2.6032 3.3007 0.0161
H 2.8398 2.4976 -1.7026
H 1.9015 -0.2923 0.3480
H -1.8199 -2.6953 -0.6723
H -2.6635 -1.2343 0.0992
H -1.8218 -2.6929 0.9511
H -0.8173 0.6259 -0.4732


14
Properties=species:S:1:pos:R:3 method="wB97M-V/def2-TZVPD" total_charge=+1 total_energy_ev=-6794.63962 smiles=C#[N+]C1(C)CC1 fmax_ev_per_a=3.13
C 2.5141 0.1808 0.0815
C -0.7030 1.0489 0.7350
C -0.7391 0.9294 -0.7684
C -0.0641 -0.1843 -0.0540
C -0.4957 -1.6076 -0.0393
N 1.3971 -0.0143 -0.0736
H 3.4973 0.6609 0.3031
H -0.0197 1.9061 1.0970
H -1.6508 0.7704 1.2581
H -1.6331 0.6336 -1.1836
H -0.3441 1.6502 -1.3596
H -0.2537 -2.1683 -0.9995
H -1.4605 -1.5719 0.3424
H -0.0447 -2.2339 0.6609


In the order shown, the computed energy above the lowest of the compared OMol25 structures with the same formula, charge and spin values come out to 2.5528 3.4488 eV.